Density functional theory data (ωB97M-V with the def2-TZVPD basis set) for a structure of composition C25H25BIIrN8O2S2 at a distorted geometry.

Properties
* maximum force: 3.85 eV/Å
* charge: +2
* gap between HOMO and LUMO: 4.79 eV

The geometry in XYZ format:
```
65
Properties=species:S:1:pos:R:3:forces:R:3
Ir -0.78874 -0.49784 -1.32854 3.0 -0.2 -2.4
C -3.07345 -3.51889 -5.01491 -0.1 0.2 0.1
N -3.63086 -3.00196 -3.74778 -0.1 -0.2 -0.7
C -4.98395 -2.86986 -3.46451 0.4 -0.3 -0.4
C -5.06934 -2.36120 -2.22277 0.3 0.1 0.4
N -3.77377 -2.18754 -1.75798 -1.0 0.7 0.3
B -3.36599 -1.56847 -0.44279 -0.5 1.9 -0.3
N -3.02723 -2.59391 0.55424 -0.7 0.1 1.4
C -3.42887 -2.56212 1.88797 0.1 0.0 -0.4
C -2.89159 -3.63658 2.49027 0.5 -0.7 -0.6
N -2.16360 -4.31815 1.50543 0.2 -0.4 0.6
C -1.38024 -5.55015 1.69753 0.0 0.1 -0.1
C -2.27932 -3.64723 0.35515 0.5 -0.1 0.0
S -1.54023 -4.15912 -1.15138 1.1 -1.2 0.1
C -2.94368 -2.56487 -2.69243 -0.4 0.0 -2.0
S -1.20485 -2.55078 -2.52854 -0.7 0.6 1.5
H -3.64078 -4.39060 -5.32462 0.0 0.0 0.1
H -2.03419 -3.79468 -4.86868 0.0 0.0 0.1
H -3.13025 -2.75624 -5.78651 0.0 0.1 0.0
H -5.74590 -3.15928 -4.16857 0.1 0.0 0.0
H -5.92925 -2.11223 -1.62510 0.1 0.0 0.0
H -4.19592 -0.81733 -0.02734 0.0 -0.1 0.0
H -2.33096 -0.85446 -0.68587 -0.9 0.3 0.8
H -4.06864 -1.79016 2.28020 0.0 0.0 -0.1
H -2.96496 -3.99007 3.50471 0.0 -0.1 -0.1
H -1.54679 -5.91894 2.70412 0.0 0.0 0.0
H -0.32099 -5.34446 1.55404 0.0 0.1 0.0
H -1.68599 -6.30858 0.98166 -0.1 0.0 0.0
N 3.92578 4.40188 1.47552 0.1 -0.1 0.1
C 4.44097 5.68461 1.51534 0.0 -0.2 0.3
C 5.41316 6.29122 2.32566 -0.2 -0.7 0.0
C 5.66659 7.60826 2.08634 -0.1 0.6 -0.3
C 4.96321 8.33291 1.08819 0.4 0.1 0.3
C 4.00880 7.73720 0.31245 -0.2 0.0 -0.3
C 3.73948 6.38437 0.54032 -0.5 -0.3 -0.4
N 2.81074 5.54180 -0.07291 0.3 0.9 -0.2
C 2.96083 4.38895 0.49511 0.2 -0.2 0.4
C 2.15705 3.22635 0.13380 0.1 0.0 0.1
C 2.32959 1.96405 0.70017 0.0 0.1 0.0
C 1.49327 0.93237 0.34189 -0.2 0.2 -0.3
N 0.49154 1.08723 -0.54145 -1.1 0.3 -0.4
C 0.34589 2.30964 -1.11683 -0.3 -0.7 0.0
C 1.14560 3.36922 -0.81420 0.3 0.4 0.1
H 4.21653 3.64129 2.06393 0.0 0.0 0.0
H 5.92287 5.75316 3.11466 0.0 0.0 -0.1
H 6.42024 8.11406 2.67528 0.0 0.0 0.0
H 5.19590 9.37964 0.94201 0.0 0.0 0.0
H 3.48695 8.27678 -0.46734 0.0 0.0 0.1
H 3.11025 1.76416 1.42155 0.0 0.0 0.0
H 1.64324 -0.03510 0.77945 0.0 -0.1 0.0
H -0.44999 2.41714 -1.83858 -0.1 -0.2 0.0
H 0.99570 4.32661 -1.29407 0.0 0.0 0.0
O -1.36270 0.51574 -2.97126 -1.5 0.3 0.5
O -0.05787 0.31598 -3.17665 1.1 -1.3 1.5
I -0.47547 -1.57880 4.53621 -0.1 0.1 0.3
C 0.24041 -1.94331 2.63995 0.1 -0.2 0.0
C 1.32019 -2.79243 2.43246 0.0 0.0 0.0
C 1.72640 -3.04113 1.13060 0.1 -0.1 0.1
C 1.06264 -2.43130 0.08904 -0.1 0.1 -0.1
N 0.04377 -1.57804 0.29093 -0.1 -0.2 0.0
C -0.36580 -1.34800 1.55025 0.0 0.0 -0.3
H 1.83917 -3.23794 3.27180 0.0 0.0 0.0
H 2.55589 -3.70349 0.92235 0.0 0.0 0.0
H 1.35982 -2.60222 -0.93624 0.0 0.1 0.0
H -1.18032 -0.64715 1.67730 0.0 0.0 -0.1
```
Forces are in eV/Å.